{"formula": "C54H138N6O18", "method": "ωB97M-V with the def2-TZVPD basis set", "elements": ["O", "H", "H", "O", "H", "H", "O", "H", "H", "O", "H", "H", "O", "H", "H", "O", "H", "H", "O", "H", "H", "O", "H", "H", "O", "H", "H", "O", "H", "H", "O", "H", "H", "O", "H", "H", "C", "C", "C", "C", "C", "C", "N", "O", "C", "C", "C", "H", "H", "H", "H", "H", "H", "H", "H", "H", "H", "H", "H", "H", "H", "H", "H", "H", "H", "H", "C", "C", "C", "C", "C", "C", "N", "O", "C", "C", "C", "H", "H", "H", "H", "H", "H", "H", "H", "H", "H", "H", "H", "H", "H", "H", "H", "H", "H", "H", "C", "C", "C", "C", "C", "C", "N", "O", "C", "C", "C", "H", "H", "H", "H", "H", "H", "H", "H", "H", "H", "H", "H", "H", "H", "H", "H", "H", "H", "H", "C", "C", "C", "C", "C", "C", "N", "O", "C", "C", "C", "H", "H", "H", "H", "H", "H", "H", "H", "H", "H", "H", "H", "H", "H", "H", "H", "H", "H", "H", "C", "C", "C", "C", "C", "C", "N", "O", "C", "C", "C", "H", "H", "H", "H", "H", "H", "H", "H", "H", "H", "H", "H", "H", "H", "H", "H", "H", "H", "H", "C", "C", "C", "C", "C", "C", "N", "O", "C", "C", "C", "H", "H", "H", "H", "H", "H", "H", "H", "H", "H", "H", "H", "H", "H", "H", "H", "H", "H", "H"], "xyz": [[-5.315, 0.772, -6.344], [-5.959, 0.772, -7.051], [-5.699, 0.214, -5.668], [-1.128, -1.080, -7.040], [-1.063, -2.001, -7.293], [-0.907, -1.071, -6.109], [-1.192, 1.783, -6.901], [-0.616, 2.053, -6.186], [-1.001, 0.853, -7.025], [-3.637, -0.575, -8.228], [-2.740, -0.735, -7.934], [-4.073, -0.191, -7.467], [-3.168, 5.650, -4.066], [-4.056, 5.822, -3.754], [-3.199, 4.752, -4.396], [-5.839, -1.997, -2.027], [-5.478, -2.167, -1.157], [-6.618, -1.464, -1.864], [1.170, 2.114, -5.134], [1.980, 2.415, -4.723], [0.623, 2.897, -5.190], [-6.392, -1.544, -4.570], [-6.045, -1.648, -3.684], [-6.736, -2.408, -4.796], [-3.801, 3.010, -5.631], [-4.321, 2.274, -5.954], [-2.908, 2.668, -5.578], [-1.961, -4.140, 1.085], [-2.261, -4.703, 0.371], [-1.048, -3.947, 0.872], [-1.288, -3.388, -4.575], [-1.493, -2.498, -4.287], [-0.331, -3.418, -4.596], [-4.690, -2.824, 0.532], [-4.527, -3.637, 0.054], [-3.983, -2.779, 1.177], [-1.236, 4.165, 1.322], [-0.975, 5.329, 0.346], [-0.648, 6.624, 1.202], [0.763, 6.697, 1.762], [1.828, 6.483, 0.600], [1.566, 5.238, -0.315], [0.128, 5.133, -0.647], [-0.163, 4.070, -1.487], [2.405, 5.352, -1.584], [2.117, 4.038, 0.425], [-2.273, 5.586, -0.386], [-1.205, 3.200, 0.817], [-2.201, 4.323, 1.804], [-0.458, 4.182, 2.085], [-0.936, 7.564, 0.731], [-1.370, 6.575, 2.017], [0.955, 5.895, 2.475], [0.921, 7.671, 2.225], [2.800, 6.392, 1.085], [1.995, 7.404, 0.041], [3.464, 5.249, -1.347], [2.195, 4.611, -2.354], [2.250, 6.314, -2.071], [3.169, 4.186, 0.667], [1.600, 3.864, 1.368], [2.005, 3.136, -0.178], [-2.240, 6.504, -0.973], [-2.969, 5.859, 0.407], [-2.634, 4.717, -0.935], [-0.269, 3.353, -0.857], [0.681, 0.735, -1.416], [0.019, -0.600, -1.727], [-0.788, -1.045, -0.510], [-2.123, -0.283, -0.219], [-2.994, -0.286, -1.371], [-2.264, 0.055, -2.730], [-0.965, -0.684, -2.806], [-0.414, -0.518, -4.070], [-3.202, -0.500, -3.840], [-2.140, 1.583, -2.832], [1.117, -1.667, -1.904], [0.604, 1.381, -2.290], [1.644, 0.561, -0.936], [0.137, 1.289, -0.651], [-1.083, -2.082, -0.674], [-0.195, -1.103, 0.403], [-1.968, 0.765, 0.039], [-2.642, -0.732, 0.628], [-3.729, 0.503, -1.209], [-3.581, -1.201, -1.454], [-3.228, -1.588, -3.784], [-4.224, -0.123, -3.849], [-2.919, -0.128, -4.825], [-1.312, 1.864, -3.482], [-2.937, 2.015, -3.437], [-2.061, 2.116, -1.884], [0.691, -2.610, -2.247], [1.654, -1.751, -0.959], [1.855, -1.276, -2.604], [-0.128, 0.398, -4.072], [-3.841, 2.111, 3.644], [-5.126, 2.334, 2.879], [-5.192, 1.339, 1.696], [-6.567, 1.163, 1.037], [-7.626, 0.652, 2.079], [-7.637, 1.612, 3.318], [-6.273, 2.118, 3.723], [-6.359, 3.039, 4.765], [-8.547, 2.823, 2.997], [-8.246, 0.808, 4.505], [-5.124, 3.822, 2.298], [-3.785, 2.777, 4.504], [-2.945, 2.098, 3.023], [-3.744, 1.103, 4.047], [-4.587, 1.695, 0.862], [-4.842, 0.318, 1.852], [-6.478, 0.472, 0.199], [-6.866, 2.145, 0.672], [-7.409, -0.336, 2.485], [-8.538, 0.597, 1.484], [-9.521, 2.422, 2.715], [-8.709, 3.509, 3.828], [-8.099, 3.434, 2.213], [-8.325, 1.434, 5.393], [-9.280, 0.653, 4.196], [-7.636, -0.077, 4.684], [-4.699, 3.967, 1.305], [-4.733, 4.504, 3.053], [-6.141, 4.180, 2.144], [-6.138, 2.441, 5.483], [-0.494, -1.245, 3.154], [0.652, -0.224, 3.460], [0.345, 0.461, 4.834], [0.528, -0.411, 6.034], [1.921, -1.004, 6.118], [2.382, -1.650, 4.763], [2.006, -0.819, 3.580], [2.456, -1.347, 2.310], [3.906, -1.636, 4.878], [1.902, -3.108, 4.681], [0.662, 0.976, 2.446], [-0.091, -1.919, 2.398], [-1.361, -0.789, 2.676], [-0.814, -1.839, 4.010], [0.905, 1.391, 4.931], [-0.681, 0.809, 4.711], [-0.099, -1.302, 6.084], [0.167, 0.076, 6.939], [1.823, -1.764, 6.893], [2.485, -0.139, 6.468], [4.343, -2.293, 4.126], [4.146, -0.582, 4.742], [4.228, -1.959, 5.869], [2.177, -3.504, 3.703], [2.460, -3.711, 5.398], [0.824, -3.123, 4.837], [1.567, 1.580, 2.513], [-0.140, 1.668, 2.705], [0.730, 0.652, 1.408], [3.387, -1.121, 2.262], [9.115, 1.555, 0.050], [8.481, 0.128, -0.298], [8.093, -0.537, 1.061], [6.805, 0.087, 1.705], [5.683, 0.041, 0.588], [5.985, 0.598, -0.788], [7.353, 0.232, -1.194], [7.743, 0.696, -2.415], [5.032, -0.193, -1.787], [5.760, 2.126, -0.837], [9.641, -0.737, -0.802], [9.732, 1.393, 0.934], [8.408, 2.258, 0.491], [9.702, 2.058, -0.718], [7.819, -1.582, 0.918], [8.884, -0.508, 1.811], [7.028, 1.138, 1.886], [6.445, -0.451, 2.582], [4.888, 0.678, 0.975], [5.394, -1.000, 0.444], [5.230, 0.142, -2.805], [5.135, -1.273, -1.683], [3.981, 0.085, -1.711], [6.314, 2.631, -0.045], [5.948, 2.516, -1.837], [4.738, 2.439, -0.624], [10.480, -1.012, -0.163], [9.956, -0.301, -1.751], [9.174, -1.667, -1.126], [7.915, -0.094, -2.933], [2.523, -4.623, -1.453], [1.533, -5.683, -0.829], [1.594, -7.163, -1.447], [2.749, -8.095, -0.980], [2.969, -7.991, 0.525], [2.876, -6.606, 1.211], [1.667, -5.871, 0.661], [1.355, -4.692, 1.378], [2.565, -6.883, 2.747], [4.192, -5.885, 1.080], [0.078, -5.214, -1.135], [2.658, -3.774, -0.783], [2.192, -4.293, -2.438], [3.493, -5.092, -1.619], [0.643, -7.671, -1.290], [1.647, -7.010, -2.525], [3.652, -7.743, -1.480], [2.553, -9.082, -1.400], [3.981, -8.357, 0.698], [2.261, -8.674, 0.996], [3.359, -7.522, 3.133], [2.543, -5.946, 3.303], [1.606, -7.387, 2.866], [5.060, -6.521, 1.255], [4.339, -5.569, 0.047], [4.297, -4.940, 1.612], [0.060, -4.143, -0.932], [-0.624, -5.663, -0.433], [-0.347, -5.235, -2.139], [1.967, -4.038, 1.034]], "energy_ha": -3822.80165, "total_charge": 0, "relative_energy_kcal_mol": 9.2}